# 1
2 unconnected molecules or ions with the total composition CH5N2S in a non-equilibrium geometry. Source: the OMol25 dataset; level of theory: the ωB97M-V functional and the def2-TZVPD basis.

Computed properties:
- total charge = +1
- highest occupied orbital energy (alpha / beta) (eV) = -12.0 / -12.0
- Kohn-Sham gap (alpha / beta) (eV) = 6.2 / 6.2
- lowest unoccupied orbital energy (alpha / beta) (eV) = -5.81 / -5.82
- energy above the lowest of the compared OMol25 structures with the same formula, charge and spin (kJ/mol) = 285.8

CARTESIAN COORDINATES (ANGSTROEM)
C 0.614 -0.208 -0.288
N -2.312 0.125 -1.486
N 0.746 -0.313 1.014
S -2.862 -0.948 -2.391
H 0.143 0.637 -0.617
H -2.814 0.843 -1.155
H 0.506 0.442 1.611
H 1.181 -1.106 1.416
H 0.862 -0.969 -1.056

Mulliken atomic charge list, values in e, 8 entries: -0.04, -0.27, -0.15, 0.08, 0.30, 0.23, 0.28, 0.27


# 2
A single C6H11N molecule in a non-equilibrium geometry. Source: the OMol25 dataset; level of theory: the ωB97M-V functional and the def2-TZVPD basis.

Computed properties:
- total charge = 0
- highest occupied orbital energy (eV) = -9.8
- Kohn-Sham gap (eV) = 10.9
- lowest unoccupied orbital energy (eV) = 1.07
- energy above the lowest of the compared OMol25 structures with the same formula, charge and spin (kJ/mol) = 46.4

CARTESIAN COORDINATES (ANGSTROEM)
H -0.906 2.539 0.173
N 0.067 2.295 0.337
C -0.157 1.054 0.205
C -1.580 0.545 -0.192
C -1.473 -0.942 0.078
C -0.005 -1.238 -0.254
C 0.791 -0.108 0.409
C 2.228 0.073 -0.083
H -2.423 1.024 0.342
H -1.773 0.755 -1.260
H -1.660 -1.111 1.145
H -2.174 -1.548 -0.498
H 0.312 -2.227 0.071
H 0.134 -1.158 -1.342
H 0.824 -0.293 1.495
H 2.825 -0.821 0.143
H 2.260 0.231 -1.166
H 2.710 0.930 0.398

Mulliken atomic charge list, values in e, 8 entries: 0.31, -0.72, 0.29, -0.72, -0.72, -0.75, 0.52, -1.52


# 3
A molecular structure, C30H23ClCuN3PS. Source: the OMol25 dataset; level of theory: the ωB97M-V functional and the def2-TZVPD basis.

Computed properties:
- total charge = +1
- highest occupied orbital energy (eV) = -10.2
- Kohn-Sham gap (eV) = 7.3
- lowest unoccupied orbital energy (eV) = -2.96

CARTESIAN COORDINATES (ANGSTROEM)
Cu -0.492 -0.488 0.459
N -3.774 1.928 1.067
C -3.698 2.868 2.130
C -4.789 3.662 2.428
C -4.716 4.587 3.462
C -3.560 4.694 4.214
C -2.472 3.875 3.927
C -2.533 2.978 2.875
S -1.103 2.011 2.469
N -1.757 0.805 1.469
C -2.895 0.912 0.898
C -3.285 -0.190 -0.044
C -4.594 -0.455 -0.389
C -4.853 -1.509 -1.256
C -3.799 -2.253 -1.748
C -2.512 -1.927 -1.344
N -2.263 -0.922 -0.505
H -4.605 1.940 0.503
H -5.700 3.564 1.846
H -5.571 5.214 3.679
H -3.497 5.407 5.027
H -1.564 3.947 4.516
H -5.408 0.125 0.030
H -5.871 -1.746 -1.535
H -3.960 -3.078 -2.430
H -1.649 -2.476 -1.704
Cl 0.112 -2.550 1.821
C 1.811 -2.768 1.429
C 2.465 -3.810 2.067
C 3.805 -4.030 1.796
C 4.480 -3.213 0.898
C 3.808 -2.175 0.275
C 2.457 -1.932 0.523
P 1.579 -0.572 -0.325
C 1.337 -1.201 -2.024
C 0.832 -0.317 -2.983
C 0.532 -0.764 -4.260
C 0.715 -2.103 -4.590
C 1.207 -2.987 -3.643
C 1.523 -2.538 -2.364
C 2.831 0.729 -0.450
C 3.649 0.884 -1.565
C 4.624 1.873 -1.574
C 4.783 2.705 -0.474
C 3.960 2.560 0.636
C 2.979 1.581 0.644
H 1.927 -4.435 2.768
H 4.322 -4.841 2.293
H 5.528 -3.382 0.688
H 4.339 -1.531 -0.416
H 0.678 0.727 -2.726
H 0.153 -0.070 -5.000
H 0.481 -2.453 -5.589
H 1.358 -4.028 -3.900
H 1.918 -3.234 -1.633
H 3.525 0.240 -2.428
H 5.259 1.993 -2.443
H 5.544 3.475 -0.486
H 4.077 3.217 1.488
H 2.325 1.475 1.503

Mulliken atomic charge list, values in e, 8 entries: -0.90, -0.17, 0.30, -0.62, -0.63, -0.63, -0.66, 0.79


# 4
3 unconnected molecules or ions with the total composition C16H34BrFNO10P. Source: the OMol25 dataset; level of theory: the ωB97M-V functional and the def2-TZVPD basis.

Computed properties:
- total charge = 0
- highest occupied orbital energy (eV) = -9.2
- Kohn-Sham gap (eV) = 9.1
- lowest unoccupied orbital energy (eV) = -0.07

CARTESIAN COORDINATES (ANGSTROEM)
N 0.506 3.857 -6.416
C 1.041 4.460 -5.194
C 2.369 5.219 -5.420
F 2.847 5.090 -6.674
O 3.350 4.615 -4.493
C 3.111 5.182 -3.294
O 3.399 4.726 -2.239
O 2.452 6.360 -3.466
C 2.507 6.648 -4.880
P 1.506 8.155 -5.354
O 2.619 8.829 -6.328
Br 0.127 7.303 -6.896
H -0.085 4.515 -6.905
H -0.102 3.091 -6.147
H 1.249 3.639 -4.507
H 0.334 5.130 -4.689
H 3.556 6.902 -5.078
H 2.880 8.248 -7.058
C 1.891 3.253 0.044
O 0.690 2.564 0.336
C -0.431 3.424 0.308
C -1.706 2.642 0.093
O -1.917 2.249 -1.256
C -1.168 1.143 -1.731
C -1.694 -0.200 -1.280
O -1.312 -0.470 0.056
C -2.143 -1.424 0.675
H 2.097 4.029 0.791
H 2.700 2.526 0.056
H 1.846 3.710 -0.945
H -0.326 4.159 -0.501
H -0.499 3.967 1.262
H -2.542 3.305 0.325
H -1.752 1.786 0.769
H -0.108 1.243 -1.484
H -1.271 1.180 -2.819
H -1.285 -0.981 -1.937
H -2.787 -0.206 -1.372
H -3.183 -1.080 0.707
H -1.787 -1.554 1.695
H -2.097 -2.390 0.157
C 1.427 -3.976 2.680
O 0.582 -4.469 3.694
C -0.710 -3.894 3.643
C -1.719 -4.755 4.366
O -2.157 -5.879 3.620
C -1.281 -6.992 3.547
C -1.267 -7.848 4.792
O -0.483 -7.252 5.809
C -0.818 -7.722 7.094
H 1.576 -2.894 2.772
H 2.388 -4.475 2.783
H 1.019 -4.193 1.685
H -1.028 -3.770 2.600
H -0.677 -2.903 4.118
H -2.616 -4.151 4.515
H -1.340 -5.049 5.347
H -0.268 -6.685 3.280
H -1.675 -7.606 2.734
H -0.845 -8.831 4.541
H -2.298 -7.991 5.140
H -1.866 -7.507 7.334
H -0.180 -7.204 7.808
H -0.646 -8.801 7.185

Mulliken atomic charge list, values in e, 8 entries: -0.61, -0.88, 1.23, -0.36, -0.39, 0.54, -0.53, -0.33


Copy entry 2 word for word.
A single C6H11N molecule in a non-equilibrium geometry. Source: the OMol25 dataset; level of theory: the ωB97M-V functional and the def2-TZVPD basis.

Computed properties:
- total charge = 0
- highest occupied orbital energy (eV) = -9.8
- Kohn-Sham gap (eV) = 10.9
- lowest unoccupied orbital energy (eV) = 1.07
- energy above the lowest of the compared OMol25 structures with the same formula, charge and spin (kJ/mol) = 46.4

CARTESIAN COORDINATES (ANGSTROEM)
H -0.906 2.539 0.173
N 0.067 2.295 0.337
C -0.157 1.054 0.205
C -1.580 0.545 -0.192
C -1.473 -0.942 0.078
C -0.005 -1.238 -0.254
C 0.791 -0.108 0.409
C 2.228 0.073 -0.083
H -2.423 1.024 0.342
H -1.773 0.755 -1.260
H -1.660 -1.111 1.145
H -2.174 -1.548 -0.498
H 0.312 -2.227 0.071
H 0.134 -1.158 -1.342
H 0.824 -0.293 1.495
H 2.825 -0.821 0.143
H 2.260 0.231 -1.166
H 2.710 0.930 0.398

Mulliken atomic charge list, values in e, 8 entries: 0.31, -0.72, 0.29, -0.72, -0.72, -0.75, 0.52, -1.52


What is the formula in the second record?
C6H11N